C45H35N4O7PPbS as an isolated structure. Source: the Open Molecules 2025 dataset; level of theory: the ωB97M-V functional and the def2-TZVPD basis.

Electronic energy (a.u.): -3413.2500
LUMO level (eV): -6.43
Net charge: +2
Gap between HOMO and LUMO (eV): 6.5
Multiplicity: 1

XYZ file:
```
94
Properties=species:S:1:pos:R:3:forces:R:3:mulliken_charge:R:1
H 3.29901 5.00604 3.38393 0.0 0.0 0.0 0.4540
H 0.23221 -3.89044 3.94274 0.0 0.0 0.0 0.5874
C 2.86583 -3.03995 -2.80346 0.0 0.0 0.1 -0.3031
C 2.08279 4.28560 -4.06830 -0.1 -0.1 -0.1 -1.1646
C 1.94284 1.90196 3.51719 0.1 -0.1 0.1 0.6518
O 1.90951 -1.51618 1.45083 0.0 0.0 0.0 -0.6379
C 0.25408 -0.32281 5.40298 0.0 0.0 0.0 -0.2674
C 2.83267 4.52263 -2.99113 0.1 -0.1 0.2 -0.6632
C 2.04946 3.27204 3.26584 0.0 0.0 0.0 -0.6935
H 1.20622 3.82238 2.86489 0.0 0.0 0.0 0.5048
C -1.05240 -1.39005 -2.38398 -0.1 0.0 0.1 -1.8579
C -0.99158 1.95892 3.42584 0.0 0.0 0.0 0.6740
H -1.14507 -4.23599 -2.35282 0.0 0.0 0.0 0.5579
H -2.20111 4.27433 5.57755 0.0 0.0 0.0 0.4323
H -4.25562 2.09301 2.52008 0.0 0.0 0.0 0.4330
Pb 1.02585 0.33701 0.29015 0.0 0.2 -0.1 1.5556
C 1.68193 0.47485 -3.55472 0.1 0.0 -0.1 1.2501
C 2.96846 3.50758 -1.94799 0.0 0.2 0.0 -0.3225
O 0.25593 1.74467 -2.56824 0.0 0.1 0.0 -0.8277
H -2.50901 -5.51284 -3.68271 0.0 0.0 0.0 0.3493
H 2.09565 -1.80727 -5.41668 0.0 0.0 0.0 0.4303
C 0.73120 2.52616 -5.24259 -0.1 0.0 -0.1 -1.0570
O 0.53580 -3.56128 1.61180 0.0 0.0 -0.1 -0.6398
H -2.16091 0.92878 1.93626 0.0 0.0 0.0 0.3535
H 0.02251 -1.25718 7.31597 0.0 0.0 0.0 0.4510
H 1.12038 -2.44634 -7.10372 0.0 0.0 0.0 0.5709
C 3.98473 -1.56813 -1.28719 0.0 0.0 0.0 -0.6066
C 0.43188 -2.73818 -5.06724 0.0 0.1 0.0 -0.4719
H -1.42874 -1.97830 -1.54886 0.1 0.0 0.0 0.7038
H 5.22651 3.77271 4.31833 0.0 0.0 0.0 0.4373
H 3.60901 0.52546 -1.56559 0.0 0.0 0.0 0.7743
H 0.18095 -4.89147 -3.30402 0.0 0.0 0.0 0.3253
C -2.18925 3.54558 4.77824 0.0 0.0 0.0 -0.8209
C 0.38103 -0.49460 4.02968 0.0 0.0 0.0 -0.5061
H -3.25752 -3.96874 -3.32420 0.0 0.0 0.0 0.3730
H 2.96969 0.14209 4.22087 0.0 0.0 0.0 0.4407
C -2.88706 -4.59478 -4.13798 0.0 0.0 0.0 -1.7888
C 3.38943 -0.47465 -1.90852 0.0 0.0 0.1 -0.2821
O 1.71182 0.41913 -4.96294 0.0 0.0 0.0 -0.7961
H 0.41311 -3.42518 -2.34666 0.0 0.0 0.0 0.4102
C -0.75019 -3.43236 -7.05375 -0.1 -0.1 -0.1 -0.9272
N -0.27363 -0.43454 -2.09722 0.0 -0.2 0.1 0.5550
C 0.10699 -2.69700 5.73206 0.0 0.0 0.0 -0.6771
P 0.47016 1.00167 2.98983 0.0 -0.1 -0.1 0.8650
H 1.95099 5.02653 -4.83935 0.0 0.0 0.0 0.5413
C 0.18036 0.43719 -3.12547 -0.1 0.0 0.0 0.4314
C -1.50159 -1.76893 -3.76333 0.0 0.0 0.0 0.2661
C -3.35480 3.25721 4.08155 0.0 0.0 0.0 -0.5224
C 4.21782 1.88152 4.31135 0.0 0.0 0.0 -0.7895
H -2.55877 -2.02832 -3.71517 0.0 0.0 0.1 1.0694
C 3.03925 1.20577 4.02758 0.0 0.0 0.0 -0.5779
C 0.47736 1.05261 -5.40221 0.0 0.0 0.1 0.4963
H 3.57498 3.75089 -1.07866 0.0 0.0 0.0 0.5486
O -0.42315 -1.36886 1.04690 0.0 -0.1 -0.1 -0.6587
H 2.69835 -4.03091 -3.20470 0.0 0.0 0.0 0.5711
H -0.79295 -3.50470 -8.13411 0.0 0.0 0.0 0.4502
C 1.45943 2.97827 -4.21454 0.1 0.1 0.1 0.2342
C 3.22931 3.94000 3.55466 0.0 0.0 0.0 -0.7746
C 3.71168 -2.85354 -1.71976 0.0 0.0 0.0 -1.0137
H 4.67384 -1.40713 -0.46876 0.0 0.0 0.0 0.5060
H -0.00162 -3.54875 6.38957 0.0 0.0 0.0 0.4214
H 0.31402 0.81315 -6.44729 0.0 0.0 0.0 1.1060
H 5.05907 1.34178 4.72522 0.0 0.0 0.0 0.4486
H 4.17558 -3.70687 -1.24504 0.0 0.0 0.0 0.4585
C -3.34476 2.31997 3.05740 0.0 0.0 0.0 -0.6454
H -0.10300 3.12242 5.00846 0.0 0.0 0.0 0.4203
C -1.25920 -0.67364 -4.76707 0.0 -0.1 0.0 -1.2735
O 0.30509 4.56835 -6.23418 0.0 0.0 0.1 -0.6173
N 1.54762 -2.18105 -4.64861 0.1 0.0 0.0 0.3048
N 2.42138 2.35506 -1.95035 0.0 0.0 -0.1 -0.4092
C 0.23398 -2.89587 4.36456 0.0 0.1 0.0 -0.5909
C -1.81743 -4.00678 -6.28174 0.1 0.0 -0.1 -0.9381
H 0.24851 0.67768 5.81884 0.0 0.0 0.0 0.3966
O -0.08525 2.78036 -7.36729 0.0 0.0 0.0 -0.6250
C -1.00666 2.89682 4.45603 0.0 0.0 0.0 -0.0891
H 3.34520 5.46570 -2.86465 0.0 0.0 0.0 0.4461
C -0.74341 -3.14748 -4.19393 -0.1 0.1 0.0 3.4237
S 0.60258 -2.15324 1.81032 0.0 0.1 -0.1 1.4901
C -1.81254 -3.92861 -4.94557 0.0 0.0 0.1 -0.2719
C 1.59997 1.98840 -3.06046 0.1 0.1 0.0 1.1696
H -4.27499 3.76436 4.33918 0.0 0.0 0.0 0.4094
H -2.61376 -4.52887 -6.79409 0.0 0.0 0.0 0.5335
H -1.60750 -0.83211 -5.78247 0.0 0.0 0.0 0.6957
H -3.72708 -4.86140 -4.77463 0.0 0.0 0.0 0.5056
C 4.31171 3.24637 4.08082 0.0 0.0 0.0 -0.5123
C 0.31514 -2.82909 -6.48798 0.0 0.0 0.1 -0.9943
N 0.28709 3.36710 -6.37009 0.1 0.0 -0.1 1.1337
C 0.37009 -1.80026 3.52450 0.0 -0.1 0.1 0.4715
C 2.24921 -1.95274 -3.39692 -0.1 0.0 -0.1 0.0653
C -0.47446 0.34695 -4.45878 0.0 0.0 -0.1 -0.4933
C -0.29151 -3.96652 -2.97043 0.0 0.0 0.0 -1.9000
C 2.49914 -0.63817 -2.96316 0.0 0.0 0.0 -0.7677
C -2.16437 1.67432 2.72489 0.0 0.0 0.0 -0.5730
C 0.12123 -1.41417 6.25029 0.0 0.0 0.0 -0.8060
```
Positions in Å, forces in eV/Å.